1.
Formula: C8H7N4
Source: OMol25
Level of theory: ωB97M-V with the def2-TZVPD basis set

Computed properties:
Energy relative to the best compared isomer or geometry (same formula, charge and spin) ... 219.6 kJ/mol
Strongest force on any atom ... 8.5 eV Å⁻¹
HOMO ... -13.843 eV
Calculated total energy ... -527.66374 hartree
LUMO level ... -4.69 eV
Net charge ... +1

Each line ends with the Mulliken charge.
Positions of all 19 atoms, in Å:
C -2.037 -0.732 -0.071  -0.578
C -2.377 0.713 -0.180  -0.449
C -0.699 -1.055 0.042  -0.397
C -1.525 1.790 -0.010  -0.897
C 3.865 -0.298 -0.207  0.241
C 2.723 -1.005 0.146  -0.724
C 0.234 -0.013 0.015  0.889
C -0.102 1.364 0.073  0.417
N 4.651 0.475 -0.391  -0.279
N 2.024 1.297 0.165  -0.510
N 1.598 -0.006 0.136  0.442
N 0.999 2.089 0.124  0.073
H -2.765 -1.499 -0.008  0.448
H -3.405 1.032 -0.215  0.349
H -0.670 -2.164 0.355  0.253
H -1.813 2.779 0.002  0.497
H 2.556 -1.116 1.517  0.337
H 2.473 -1.971 0.056  0.603
H 1.301 3.113 0.251  0.285

***

2.
Formula: C8H7NO2
Source: OMol25
Level of theory: ωB97M-V with the def2-TZVPD basis set

Computed properties:
Energy relative to the best compared isomer or geometry (same formula, charge and spin) ... 454.0 kJ/mol
Strongest force on any atom ... 3.2 eV Å⁻¹
HOMO (spin up / spin down) ... -8.548 / -8.474 eV
Calculated total energy ... -514.12864 hartree
LUMO level (spin up / spin down) ... -0.90 / -1.46 eV
Net charge ... 0

Each line ends with the Mulliken charge.
Positions of all 18 atoms, in Å:
C 0.277 -2.369 -1.945  -0.425
C -0.735 -1.449 -1.700  -0.543
C 1.478 -2.278 -1.257  -0.453
C -0.563 -0.450 -0.767  -0.180
C 1.676 -1.275 -0.335  -0.339
C 0.650 -0.349 -0.067  0.553
C -1.602 3.019 2.014  -0.053
C -0.289 2.457 2.023  -0.096
N 0.972 0.568 0.877  -0.744
O -1.945 3.954 2.709  -0.487
O -0.086 1.422 1.186  0.076
H 0.127 -3.152 -2.672  0.383
H -1.668 -1.522 -2.240  0.368
H 2.260 -2.998 -1.443  0.360
H -1.355 0.258 -0.570  0.390
H 2.603 -1.180 0.206  0.442
H -2.297 2.523 1.311  0.302
H 0.499 2.821 2.670  0.444

***

3.
Formula: C8H7NO2S3
Source: OMol25
Level of theory: ωB97M-V with the def2-TZVPD basis set

Computed properties:
Strongest force on any atom ... 4.9 eV Å⁻¹
HOMO (spin up / spin down) ... -8.569 / -8.569 eV
Calculated total energy ... -1708.77910 hartree
LUMO level (spin up / spin down) ... -0.93 / -0.93 eV
Net charge ... 0

Each line ends with the Mulliken charge.
Positions of all 21 atoms, in Å:
C -2.220 0.559 0.931  -0.446
C -2.577 -0.432 1.729  -0.315
C -0.464 -1.653 1.328  -0.185
C -0.052 -0.425 0.591  0.021
C -0.958 0.585 0.270  0.627
C -1.686 -1.526 2.132  -0.338
C 1.350 0.862 -0.568  0.747
C 2.462 1.287 -1.303  -1.246
N 1.227 -0.203 0.101  -0.465
O 1.069 -2.985 -0.555  -0.442
O 2.320 -1.485 -1.931  -0.483
S -0.184 1.764 -0.697  -0.210
S -2.167 -2.527 3.279  -0.298
S 2.116 -2.055 -0.651  0.691
H -2.949 1.273 0.701  0.421
H -3.612 -0.389 2.206  0.309
H 0.415 -2.084 1.928  0.324
H 2.711 2.388 -0.994  0.356
H 3.359 0.776 -1.019  0.360
H 2.441 1.052 -2.437  0.274
H -0.991 -2.336 0.633  0.299